(i)
Density functional theory data (ωB97M-V/def2-TZVPD) for a molecular structure, C2H6N2O.

Each line ends with the Mulliken charge.
Positions of all 11 atoms, in Å:
C -1.82990 -0.19106 -0.07432  -0.694
C 0.35048 0.87314 0.00096  0.160
H -2.23235 0.27512 0.84857  0.307
H -1.98947 -1.33496 -0.60049  0.233
H -2.13703 0.50960 -0.92046  0.315
H -0.24728 1.69664 0.41958  0.337
H 3.18842 -0.39541 -0.27305  0.287
H 1.69610 -1.33084 0.94491  0.257
N 1.53429 0.78345 -0.18123  -0.371
N 2.03874 -0.65320 -0.11417  -0.504
O -0.37201 -0.23247 -0.05029  -0.328


(ii)
Density functional theory data (ωB97M-V/def2-TZVPD) for C2H6N2O in the gas phase.

Each line ends with the Mulliken charge.
Positions of all 11 atoms, in Å:
C -1.75029 0.44754 0.52883  -0.799
N -0.76300 -0.50253 0.02070  -0.293
C 0.53927 -0.02517 -0.05863  0.497
N 1.41372 -0.87116 -0.72783  -0.450
O 0.90801 0.98315 0.50018  -0.577
H -1.39188 0.79499 1.49110  0.298
H -2.66582 -0.11345 0.71657  0.310
H -1.93057 1.28367 -0.14234  0.282
H -1.06278 -0.97254 -0.82242  0.259
H 1.02727 -1.39130 -1.50079  0.217
H 2.30910 -0.45750 -0.93025  0.255

**SMILES**: CNC(N)=O


(iii)
Density functional theory data (ωB97M-V/def2-TZVPD) for 2 unconnected molecules or ions with the total composition C2H6N2O.

Each line ends with the Mulliken charge.
Positions of all 11 atoms, in Å:
H -0.80913 -0.38176 2.14490  0.217
N -0.47551 -0.74977 1.25346  -0.583
C -1.29453 -0.33711 0.35179  0.032
N -0.94708 -0.25915 -0.96294  -0.297
H -2.31284 -0.04415 0.62333  0.338
H -1.49554 -0.66436 -1.70212  0.213
H 0.01046 -0.10873 -1.23624  0.152
C 1.79921 0.62091 -0.09103  -0.165
O 2.14376 0.15868 -1.15144  -0.466
H 2.34789 0.35436 0.82304  0.251
H 1.03333 1.41108 -0.05275  0.310

**SMILES**: [H]/N=C/N.C=O


Which is most stable, and by how much? (ii), by 48.7 kcal/mol.


(i)
Density functional theory data (ωB97M-V/def2-TZVPD) for C2H6N2O in the gas phase.

Each line ends with the Mulliken charge.
Positions of all 11 atoms, in Å:
C -1.66553 -0.07672 0.08158  -0.819
N -0.25545 -0.40745 0.25927  -0.243
C 0.71965 0.28156 -0.41146  0.563
N 2.00476 0.14160 0.04041  -0.432
O 0.42696 1.00082 -1.34763  -0.620
H -1.77924 0.96615 -0.18841  0.286
H -2.14504 -0.24427 1.04460  0.333
H -2.14581 -0.72869 -0.64251  0.237
H -0.07963 -0.81683 1.16191  0.243
H 2.21402 -0.72174 0.51236  0.212
H 2.70532 0.60558 -0.51014  0.240

**SMILES**: CNC(N)=O


(ii)
Density functional theory data (ωB97M-V/def2-TZVPD) for C2H6N2O in the gas phase.

Each line ends with the Mulliken charge.
Positions of all 11 atoms, in Å:
H 1.56132 1.67747 -0.35652  0.218
N 0.50211 1.42700 0.03153  -0.635
C 0.55675 0.14267 -0.03753  0.581
N 1.63112 -0.76877 0.05929  -0.441
O -0.62584 -0.60582 0.02498  -0.374
C -1.96855 -0.05893 -0.02863  -0.635
H 1.39764 -1.77540 -0.44852  0.280
H 2.46567 -0.31365 0.18651  0.202
H -2.03489 0.29673 1.05708  0.247
H -2.15068 0.72795 -0.67014  0.335
H -2.69408 -0.87654 -0.20709  0.221

**SMILES**: [H]/N=C(\N)OC


Which is most stable, and by how much? (i), by 54.4 kcal/mol.


(i)
Density functional theory data (ωB97M-V/def2-TZVPD) for C2H6N2O in the gas phase.

Each line ends with the Mulliken charge.
Positions of all 11 atoms, in Å:
C 2.22310 -0.26698 0.26145  -0.774
N 1.11121 0.49387 -0.18800  -0.345
N -0.11856 -0.15714 -0.27456  -0.099
C -1.37030 0.27365 0.19928  0.082
O -2.45850 -0.25212 0.01250  -0.534
H 2.54994 -1.06147 -0.54852  0.276
H 3.10660 0.42250 0.32416  0.281
H 2.05560 -0.70883 1.24775  0.297
H 1.31739 0.98300 -1.04208  0.234
H -0.06355 -1.21893 -0.48806  0.279
H -1.36326 1.20355 0.88028  0.302

**SMILES**: CNNC=O


(ii)
Density functional theory data (ωB97M-V/def2-TZVPD) for C2H6N2O in the gas phase.

Each line ends with the Mulliken charge.
Positions of all 11 atoms, in Å:
H 1.58734 1.33814 0.67759  0.287
N 2.17178 0.66469 0.19229  -0.525
C 1.65741 -0.39828 -0.13596  0.179
O 0.55444 -1.07954 -0.03951  -0.238
N -0.51419 -0.08037 0.66176  -0.354
C -1.50530 0.30816 -0.32060  -0.666
H 2.27475 -1.33436 -0.67140  0.200
H -0.93261 -0.71264 1.34319  0.259
H -1.97200 -0.53715 -0.83985  0.287
H -1.03478 0.95729 -1.06028  0.269
H -2.28683 0.87406 0.19278  0.302

**SMILES**: [H]/N=C\ONC


Which is most stable, and by how much? (i), by 35.3 kcal/mol.


(i)
Density functional theory data (ωB97M-V/def2-TZVPD) for a molecular structure, C22H20BN5O2PdS2Se.

Each line ends with the Mulliken charge.
Positions of all 54 atoms, in Å:
Pd -0.12093 -0.91538 -0.66060  0.142
C -3.21594 3.41320 -1.61154  -0.885
S -2.20761 3.39961 -0.11770  0.088
C -1.14293 2.05787 -0.32694  0.415
S -1.20762 1.05328 -1.84344  -0.381
N -0.28965 1.82544 0.60171  -1.174
N 0.53383 0.74972 0.37097  0.749
C 1.75098 0.82972 0.74462  -0.654
C 2.69976 -0.21500 0.33834  0.919
C 4.01835 -0.18429 0.76393  -0.780
C 4.89392 -1.14471 0.27245  -0.376
C 4.41923 -2.08572 -0.62392  -0.655
C 3.08098 -2.04258 -0.99658  -0.353
N 2.23607 -1.12919 -0.53048  0.111
H -3.88477 4.25921 -1.45784  0.385
H -3.81744 2.51303 -1.70702  0.291
H -2.61852 3.59582 -2.50020  0.341
H 2.09372 1.70544 1.28689  0.447
H 4.35381 0.57696 1.45557  0.434
H 5.93172 -1.14408 0.57704  0.483
H 5.07076 -2.83701 -1.04836  0.475
H 2.68166 -2.75849 -1.70528  0.496
O -3.15310 -0.10996 -0.05106  -0.347
B -2.33420 -0.23780 -1.13727  1.438
O -2.43741 -1.47570 -1.77168  -0.504
C -3.39740 -2.14985 -1.01201  0.687
C -3.90074 -3.41506 -1.20766  -0.844
C -4.85818 -3.83446 -0.28847  -0.637
C -5.27449 -3.01476 0.75894  -0.556
C -4.76170 -1.73353 0.93721  -0.959
C -3.81750 -1.33114 0.02131  0.608
H -3.59488 -4.03085 -2.04239  0.612
H -5.30237 -4.81395 -0.39904  0.437
H -6.02672 -3.37914 1.44464  0.429
H -5.09103 -1.08630 1.73763  0.522
C -0.24229 -4.61273 -1.09465  -0.985
N 0.83010 -4.54610 -0.10564  0.394
C 0.90145 -3.66189 0.89425  -0.582
Se -0.31610 -2.28602 1.30372  -0.162
N 1.97940 -3.94499 1.63731  0.246
C 2.63891 -5.04611 1.11299  0.660
C 3.78381 -5.72606 1.51707  -0.981
C 4.15786 -6.80292 0.74296  -0.534
C 3.42132 -7.19210 -0.38977  -0.719
C 2.28592 -6.51947 -0.78833  -1.007
C 1.90643 -5.42998 -0.00817  1.232
H -0.31476 -3.67201 -1.63923  0.285
H -1.18980 -4.82081 -0.60112  0.427
H -0.01180 -5.40569 -1.79860  0.288
H 2.22994 -3.42327 2.46363  0.276
H 4.34397 -5.43334 2.39440  0.464
H 5.03690 -7.37070 1.01456  0.438
H 3.75330 -8.04876 -0.95966  0.430
H 1.72558 -6.83748 -1.65611  0.428

**Net charge**: +2


(ii)
Density functional theory data (ωB97M-V/def2-TZVPD) for a molecular structure, C22H20BN5O2PdS2Se.

Each line ends with the Mulliken charge.
Positions of all 54 atoms, in Å:
Pd -1.00244 0.07949 -0.80528  0.022
C 3.04126 3.56529 -2.78128  -0.758
S 2.55306 3.47519 -1.04108  0.028
C 1.11076 2.44899 -1.17618  0.267
S 1.50556 0.76619 -1.25478  0.105
N -0.07474 2.93779 -1.09378  -1.164
N -1.13684 2.19449 -1.07188  0.930
C -2.34534 2.69589 -0.82708  -0.420
C -3.47594 1.85529 -0.93258  0.847
C -4.79064 2.33929 -0.76618  -0.809
C -5.84724 1.46709 -0.87308  -0.298
C -5.60114 0.12519 -1.16868  -0.765
C -4.28764 -0.28691 -1.32958  -0.009
N -3.26374 0.54019 -1.20678  0.029
H 3.98246 4.10409 -2.82288  0.352
H 2.27436 4.10039 -3.33548  0.299
H 3.17096 2.55989 -3.17588  0.235
H -2.43454 3.73249 -0.52548  0.458
H -4.93404 3.39099 -0.57048  0.417
H -6.85914 1.81569 -0.72708  0.473
H -6.40804 -0.58391 -1.25858  0.430
H -4.05424 -1.32221 -1.55908  0.385
O -2.09794 0.09919 1.89762  -0.626
B -0.93824 0.07379 1.17832  1.359
O 0.17216 0.08259 1.97762  -0.566
C -0.30834 0.15539 3.26312  0.685
C 0.38206 0.23389 4.45502  -0.992
C -0.39224 0.29009 5.60452  -0.575
C -1.78774 0.26859 5.55732  -0.545
C -2.48274 0.20629 4.35942  -1.134
C -1.71504 0.15349 3.21222  0.791
H 1.45806 0.26379 4.48832  0.534
H 0.10056 0.35629 6.56142  0.418
H -2.34304 0.30939 6.48102  0.425
H -3.55914 0.20139 4.32442  0.513
C 1.37216 -2.27601 -3.42738  -0.955
N 1.62596 -2.38411 -2.01718  0.281
C 0.70606 -2.39831 -1.03948  -0.270
Se -1.16154 -2.28341 -1.23678  -0.286
N 1.33026 -2.46651 0.15382  0.296
C 2.69006 -2.45781 -0.04308  0.747
C 3.76046 -2.44361 0.83952  -0.964
C 5.02126 -2.35101 0.28282  -0.548
C 5.21116 -2.30031 -1.10448  -0.712
C 4.15326 -2.33031 -1.98948  -0.709
C 2.87866 -2.40111 -1.43978  0.672
H 0.29726 -2.28371 -3.61008  0.264
H 1.82616 -3.11421 -3.95648  0.390
H 1.79646 -1.34601 -3.81018  0.376
H 0.86836 -2.52581 1.05142  0.290
H 3.60776 -2.49331 1.90462  0.452
H 5.88206 -2.30961 0.93072  0.432
H 6.21666 -2.23381 -1.49028  0.425
H 4.30646 -2.29621 -3.05558  0.481

**Net charge**: +2


Which is most stable, and by how much? (i), by 31.7 kcal/mol.


(i)
Density functional theory data (ωB97M-V/def2-TZVPD) for C5H8O2 in the gas phase.

Each line ends with the Mulliken charge.
Positions of all 15 atoms, in Å:
C -1.63947 -0.57954 -0.09096  -1.472
C -0.40121 0.31527 -0.12414  1.453
O -0.78836 1.65597 -0.36303  -0.583
C 0.54248 0.16463 1.10133  -1.038
C 1.71411 -0.35175 0.20902  -0.310
C 0.83922 -0.00274 -0.99268  -0.041
O 1.05495 0.23569 -2.15228  -0.570
H -2.29079 -0.16124 0.68612  0.361
H -2.20493 -0.56668 -1.03137  0.363
H -1.42194 -1.62344 0.16451  0.352
H -0.94704 1.70866 -1.31790  0.356
H 0.71600 1.13796 1.57015  0.292
H 0.18544 -0.56008 1.83895  0.310
H 2.67962 0.17039 0.28329  0.296
H 1.88026 -1.43796 0.26162  0.232

**SMILES**: C[C@@]1(O)CCC1=O


(ii)
Density functional theory data (ωB97M-V/def2-TZVPD) for C5H8O2 in the gas phase.

Each line ends with the Mulliken charge.
Positions of all 15 atoms, in Å:
C 2.87750 -0.05261 0.81424  -0.726
C 2.17971 -0.59048 -0.22714  0.186
O 1.00267 -0.22669 -0.73160  -0.279
C 0.23435 0.83531 -0.17012  0.014
C -1.10837 0.95542 -0.14985  -0.491
O -1.83940 -0.21756 -0.44331  -0.335
C -2.88124 -0.63251 0.58633  -0.592
H 3.85893 -0.35475 0.93016  0.320
H 2.55511 0.99617 1.33899  0.164
H 2.51157 -1.69216 -0.75866  0.241
H 0.91338 1.67705 0.03341  0.292
H -1.63779 1.80542 0.13802  0.451
H -3.55257 0.28049 0.66666  0.263
H -2.38956 -0.61494 1.63332  0.278
H -3.37695 -1.63407 0.29665  0.213

**SMILES**: C=CO/C=C\OC


Which is most stable, and by how much? (i), by 74.9 kcal/mol.


(i)
Density functional theory data (ωB97M-V/def2-TZVPD) for C5H8O2 in the gas phase.

Each line ends with the Mulliken charge.
Positions of all 15 atoms, in Å:
C -1.33769 -0.79699 -0.19383  -1.435
C -0.28850 0.29395 0.06110  1.238
O -0.83447 1.57598 -0.14480  -0.592
C 0.27494 0.22126 1.47637  -1.519
C 1.83953 -0.85160 -1.11476  -0.554
C 0.83613 0.09488 -0.92359  0.649
O 0.98146 0.74438 -1.97934  -0.578
H -2.17260 -0.64052 0.49592  0.381
H -1.71395 -0.72522 -1.21992  0.334
H -0.92181 -1.79935 -0.04364  0.344
H -0.73413 1.77889 -1.08917  0.370
H 0.93130 1.07642 1.66379  0.366
H -0.53904 0.23879 2.20617  0.369
H 2.83458 -0.50511 -0.81127  0.253
H 0.84427 -0.70574 1.61698  0.374


(ii)
Density functional theory data (ωB97M-V/def2-TZVPD) for C5H8O2 in the gas phase.

Each line ends with the Mulliken charge.
Positions of all 15 atoms, in Å:
O -1.91787 -1.28347 -0.12512  -0.568
C -0.90399 -0.50472 0.47133  0.091
C 0.52103 -0.94103 0.05251  -0.642
C 1.09467 0.37900 -0.52227  0.301
C 1.72219 1.32083 0.42181  -0.618
C -0.93146 0.95761 -0.01298  -0.720
O -0.05235 0.97356 -1.12853  -0.461
H -1.86121 -1.12571 -1.07793  0.362
H -1.05965 -0.58656 1.55048  0.370
H 1.12311 -1.36558 0.86064  0.294
H 0.43695 -1.69460 -0.73802  0.268
H 1.88018 0.21374 -1.28633  0.418
H 2.37860 0.71696 1.07831  0.209
H -0.50833 1.62916 0.75600  0.324
H -1.92188 1.31080 -0.29990  0.374


(iii)
Density functional theory data (ωB97M-V/def2-TZVPD) for 2 unconnected molecules or ions with the total composition C5H8O2.

Each line ends with the Mulliken charge.
Positions of all 15 atoms, in Å:
C -1.64051 0.09840 -0.13297  -0.932
C -0.65275 1.02337 0.52896  -0.299
C 0.32968 1.66119 -0.10775  -0.165
O 0.78533 1.25942 -1.34771  -0.484
H -2.31085 0.79744 -0.64283  0.286
H -1.25408 -0.59729 -0.88572  0.272
H -2.24028 -0.47542 0.57950  0.325
H -0.88472 1.34391 1.54592  0.327
H 0.68351 2.62684 0.24574  0.342
H 1.38012 1.92592 -1.71425  0.323
C 1.16429 -1.39627 0.49494  -1.005
C 1.05458 -2.67443 0.21594  0.871
O 0.90743 -3.81251 -0.01703  -0.391
H 1.29661 -0.65070 -0.28565  0.296
H 1.38165 -1.12985 1.52290  0.232

**SMILES**: C/C=C\O.C=C=O


Which is most stable, and by how much? (iii), by 38.9 kcal/mol.